Entry 1:
Computed, not measured: a 4-piece molecular cluster, C32H64ClIN3O10 overall at a distorted geometry, with the ωB97M-V functional and the def2-TZVPD basis.

As for the largest force on an atom: 1.52 eV Å⁻¹. The value obtained for the highest occupied orbital energy is -10.16 eV. Its net charge is +1. The value obtained for the lowest unoccupied orbital energy is -4.1 eV. The calculation puts the total energy at -79778.02692 eV.

Geometry (Å):
C: 2.194 -1.801 -0.849
C: 3.375 -1.011 -1.399
C: 3.419 -0.967 -2.924
C: 3.532 -2.357 -3.603
C: 4.849 -2.563 -4.356
C: 2.291 -2.645 -4.401
N: 1.420 -3.434 -3.809
N: 0.282 -3.727 -4.431
C: -0.611 -4.547 -3.619
C: -1.673 -3.671 -2.999
O: -1.845 -2.547 -3.271
Cl: -2.642 -4.518 -1.827
C: -0.075 -3.317 -5.648
C: -1.356 -3.702 -6.326
C: -1.170 -4.851 -7.336
C: -1.425 -6.243 -6.753
I: 0.412 -7.181 -6.140
C: 0.822 -2.467 -6.315
C: 1.999 -2.108 -5.690
N: 2.859 -1.208 -6.340
H: 2.062 -2.774 -1.319
H: 1.249 -1.267 -0.948
H: 2.325 -1.989 0.213
H: 3.276 0.012 -1.046
H: 4.290 -1.434 -0.986
H: 2.477 -0.502 -3.231
H: 4.202 -0.298 -3.276
H: 3.521 -3.103 -2.812
H: 5.125 -1.720 -4.980
H: 5.646 -2.682 -3.627
H: 4.832 -3.465 -4.965
H: -0.043 -4.974 -2.798
H: -1.032 -5.375 -4.175
H: -2.172 -3.884 -5.636
H: -1.641 -2.823 -6.899
H: -1.918 -4.701 -8.111
H: -0.176 -4.836 -7.770
H: -1.883 -6.908 -7.473
H: -2.075 -6.215 -5.886
H: 0.576 -2.079 -7.290
H: 3.473 -1.680 -6.993
H: 3.388 -0.647 -5.688
C: 1.156 0.924 5.549
O: 0.646 1.838 4.600
C: 1.612 2.467 3.776
C: 1.266 2.390 2.303
O: 1.259 1.094 1.721
C: 0.275 0.151 2.110
C: -1.158 0.457 1.715
O: -1.676 1.607 2.348
C: -2.284 2.556 1.497
H: 1.332 1.422 6.508
H: 0.412 0.140 5.697
H: 2.087 0.460 5.210
H: 2.611 2.052 3.944
H: 1.640 3.528 4.052
H: 2.055 2.930 1.773
H: 0.336 2.920 2.089
H: 0.347 -0.072 3.175
H: 0.554 -0.768 1.586
H: -1.769 -0.400 2.027
H: -1.227 0.541 0.624
H: -1.842 2.549 0.496
H: -2.127 3.545 1.930
H: -3.361 2.378 1.423
C: 8.159 6.352 5.227
O: 7.088 6.744 4.392
C: 6.680 5.792 3.430
C: 5.183 5.551 3.428
O: 4.633 4.954 4.590
C: 4.635 5.670 5.816
C: 3.762 6.908 5.881
O: 4.184 7.936 5.006
C: 3.182 8.480 4.174
H: 9.115 6.685 4.811
H: 8.018 6.826 6.199
H: 8.187 5.268 5.371
H: 7.205 4.841 3.567
H: 6.945 6.185 2.440
H: 4.988 4.828 2.629
H: 4.640 6.457 3.156
H: 5.654 5.893 6.136
H: 4.232 4.965 6.548
H: 3.825 7.293 6.906
H: 2.720 6.631 5.690
H: 2.403 7.748 3.939
H: 3.652 8.788 3.239
H: 2.726 9.360 4.638
C: -4.880 -2.833 -0.457
O: -5.873 -2.046 0.155
C: -6.614 -1.206 -0.714
C: -8.113 -1.335 -0.534
O: -8.684 -2.584 -0.877
C: -8.396 -3.736 -0.103
C: -8.937 -3.753 1.312
O: -8.361 -2.759 2.137
C: -9.277 -1.952 2.851
H: -3.912 -2.322 -0.433
H: -4.799 -3.765 0.108
H: -5.137 -3.076 -1.492
H: -6.352 -1.393 -1.761
H: -6.346 -0.168 -0.478
H: -8.567 -0.624 -1.229
H: -8.416 -1.022 0.466
H: -7.326 -3.958 -0.113
H: -8.886 -4.556 -0.635
H: -8.690 -4.732 1.742
H: -10.028 -3.664 1.287
H: -10.226 -1.842 2.320
H: -8.834 -0.962 2.964
H: -9.462 -2.364 3.847

---

Entry 2:
Computed, not measured: C32H64Li3O12P as an isolated structure at a distorted geometry, with the ωB97M-V functional and the def2-TZVPD basis.

As for the largest force on an atom: 1.53 eV Å⁻¹. The value obtained for the highest occupied orbital energy is -8.00 eV. Its net charge is 0. The value obtained for the lowest unoccupied orbital energy is 0.3 eV. The calculation puts the relative energy (zero: lowest compared OMol25 entry of this formula, charge and spin) at 22.2 kcal per mole. The calculation puts the total energy at -68702.41082 eV.

Geometry (Å):
Li: -0.041 -3.160 -0.866
Li: 1.192 -0.937 1.769
Li: -1.117 -0.166 -2.253
P: 0.041 -0.820 -0.245
O: 0.595 0.068 -1.384
O: -0.372 -0.116 1.041
O: 1.043 -1.938 0.200
O: -1.076 -1.577 -1.024
C: 2.943 -3.324 -3.813
C: 2.207 -4.525 -4.368
C: 1.405 -5.024 -3.166
O: 1.045 -3.826 -2.486
C: 2.056 -2.805 -2.678
H: 3.144 -2.551 -4.554
H: 3.921 -3.652 -3.447
H: 2.817 -5.291 -4.838
H: 1.453 -4.167 -5.079
H: 2.044 -5.646 -2.528
H: 0.498 -5.555 -3.443
H: 2.564 -2.673 -1.723
H: 1.560 -1.871 -2.938
C: -4.700 2.368 -1.953
C: -3.535 2.782 -1.007
C: -2.732 1.523 -0.835
O: -2.904 0.794 -2.056
C: -4.278 0.963 -2.423
H: -4.791 3.063 -2.780
H: -5.615 2.320 -1.366
H: -3.883 3.225 -0.078
H: -2.921 3.493 -1.566
H: -3.007 0.909 0.034
H: -1.661 1.679 -0.660
H: -4.919 0.173 -2.028
H: -4.305 0.888 -3.511
C: -1.188 5.084 0.834
C: -0.094 4.218 0.223
C: 0.266 3.324 1.402
O: 0.260 4.218 2.516
C: -0.751 5.200 2.321
H: -2.100 4.478 0.815
H: -1.427 6.045 0.386
H: 0.744 4.885 0.005
H: -0.460 3.642 -0.625
H: 1.260 2.886 1.308
H: -0.452 2.516 1.564
H: -0.307 6.171 2.549
H: -1.593 5.020 2.995
C: 3.493 3.741 -2.098
C: 3.686 4.906 -3.090
C: 2.941 4.437 -4.345
O: 2.223 3.259 -4.010
C: 2.229 3.057 -2.603
H: 3.472 4.016 -1.046
H: 4.348 3.088 -2.294
H: 4.730 5.152 -3.278
H: 3.207 5.812 -2.710
H: 3.600 4.175 -5.174
H: 2.283 5.247 -4.676
H: 2.285 2.004 -2.323
H: 1.308 3.470 -2.182
C: -6.412 -1.792 0.300
C: -5.241 -1.087 0.985
C: -4.028 -1.944 0.551
O: -4.549 -3.209 0.141
C: -5.931 -3.232 0.440
H: -6.521 -1.491 -0.739
H: -7.334 -1.669 0.869
H: -5.344 -1.050 2.071
H: -5.144 -0.045 0.664
H: -3.302 -1.990 1.367
H: -3.510 -1.432 -0.261
H: -6.081 -3.629 1.451
H: -6.499 -3.878 -0.237
C: 5.004 1.014 2.325
C: 4.779 0.903 0.836
C: 3.528 0.019 0.720
O: 2.893 0.080 2.015
C: 3.583 1.016 2.856
H: 5.547 1.933 2.554
H: 5.553 0.181 2.770
H: 5.619 0.485 0.286
H: 4.475 1.868 0.424
H: 3.752 -1.017 0.464
H: 2.876 0.414 -0.061
H: 3.478 0.676 3.884
H: 3.168 2.026 2.768
C: -2.645 2.122 3.363
C: -4.046 1.820 3.884
C: -3.881 0.606 4.803
O: -2.480 0.401 4.923
C: -1.864 0.850 3.730
H: -2.204 2.967 3.893
H: -2.636 2.366 2.301
H: -4.772 1.631 3.091
H: -4.423 2.687 4.432
H: -4.303 -0.295 4.333
H: -4.343 0.676 5.786
H: -1.912 0.107 2.926
H: -0.807 1.024 3.932
C: 3.469 -6.668 1.329
C: 3.098 -5.264 1.802
C: 2.859 -4.539 0.498
O: 3.807 -5.116 -0.419
C: 3.934 -6.499 -0.130
H: 2.608 -7.344 1.351
H: 4.172 -7.208 1.968
H: 3.882 -4.755 2.363
H: 2.234 -5.326 2.464
H: 3.167 -3.497 0.511
H: 1.843 -4.625 0.103
H: 4.950 -6.862 -0.288
H: 3.297 -7.087 -0.801

---

Entry 3:
Computed, not measured: a 8-piece molecular cluster, C32H64O16S8 overall at a distorted geometry, with the ωB97M-V functional and the def2-TZVPD basis.

As for the largest force on an atom: 3.19 eV Å⁻¹. The value obtained for the highest occupied orbital energy is -9.38 eV. Its net charge is 0. The value obtained for the lowest unoccupied orbital energy is 0.0 eV. The calculation puts the relative energy (zero: lowest compared OMol25 entry of this formula, charge and spin) at 73.5 kcal per mole. The calculation puts the total energy at -153658.16777 eV. The SMILES is O=S1(=O)CCCC1.O=S1(=O)CCCC1.O=S1(=O)CCCC1.O=S1(=O)CCCC1.O=S1(=O)CCCC1.O=S1(=O)CCCC1.O=S1(=O)CCCC1.O=S1(=O)CCCC1.

Geometry (Å):
O: -21.272 -11.428 1.009
S: -20.704 -12.782 1.057
O: -21.459 -13.905 0.572
C: -19.077 -12.721 0.195
C: -18.289 -13.771 0.963
C: -18.528 -13.470 2.454
C: -19.969 -13.064 2.681
H: -18.568 -11.770 0.362
H: -19.239 -12.867 -0.869
H: -18.770 -14.756 0.902
H: -17.240 -13.893 0.707
H: -17.898 -12.632 2.767
H: -18.355 -14.281 3.159
H: -20.085 -12.037 3.026
H: -20.557 -13.801 3.221
O: -12.924 -15.800 10.863
S: -11.754 -14.978 11.154
O: -11.715 -14.419 12.484
C: -10.242 -15.965 10.960
C: -9.238 -14.953 10.369
C: -9.970 -14.038 9.397
C: -11.390 -13.690 9.895
H: -10.571 -16.617 10.142
H: -10.004 -16.617 11.792
H: -8.818 -14.382 11.198
H: -8.443 -15.487 9.850
H: -10.088 -14.546 8.439
H: -9.369 -13.144 9.236
H: -12.194 -13.918 9.198
H: -11.601 -12.799 10.480
O: -17.239 -14.810 5.401
S: -16.919 -14.078 6.611
O: -17.803 -13.906 7.739
C: -15.253 -14.590 7.254
C: -14.165 -13.890 6.385
C: -14.804 -12.756 5.555
C: -16.191 -12.472 6.109
H: -15.073 -15.658 7.213
H: -15.147 -14.082 8.214
H: -13.352 -13.478 6.979
H: -13.815 -14.709 5.756
H: -14.967 -13.096 4.532
H: -14.189 -11.859 5.527
H: -16.848 -11.951 5.413
H: -16.281 -11.905 7.039
O: -16.034 -10.900 2.980
S: -16.175 -9.521 2.597
O: -17.068 -9.071 1.564
C: -16.370 -8.432 4.086
C: -14.905 -8.085 4.478
C: -13.852 -8.713 3.530
C: -14.546 -8.902 2.183
H: -16.921 -8.952 4.862
H: -16.826 -7.512 3.736
H: -14.737 -7.010 4.406
H: -14.650 -8.350 5.503
H: -13.435 -9.638 3.928
H: -13.025 -8.042 3.294
H: -14.170 -9.570 1.415
H: -14.742 -7.935 1.717
O: -15.031 -12.472 10.342
S: -15.536 -12.902 11.664
O: -14.542 -13.260 12.659
C: -16.804 -11.724 12.420
C: -18.153 -12.320 12.148
C: -17.925 -13.811 12.379
C: -16.812 -14.232 11.483
H: -16.619 -10.736 12.004
H: -16.636 -11.749 13.497
H: -18.957 -11.916 12.758
H: -18.380 -12.130 11.093
H: -18.848 -14.340 12.124
H: -17.729 -14.057 13.427
H: -17.275 -14.289 10.493
H: -16.386 -15.220 11.646
O: -15.170 -19.504 7.564
S: -15.904 -18.999 8.731
O: -17.263 -18.560 8.569
C: -15.797 -20.274 10.045
C: -14.421 -20.097 10.702
C: -14.050 -18.633 10.623
C: -15.036 -17.829 9.762
H: -15.925 -21.245 9.565
H: -16.700 -20.136 10.639
H: -14.492 -20.332 11.769
H: -13.697 -20.825 10.344
H: -13.090 -18.434 10.143
H: -14.030 -18.058 11.547
H: -14.523 -17.033 9.223
H: -15.697 -17.250 10.408
O: -12.373 -14.504 -0.943
S: -13.425 -13.814 -0.210
O: -14.852 -13.954 -0.524
C: -13.022 -13.960 1.596
C: -11.919 -12.873 1.845
C: -12.448 -11.598 1.166
C: -13.038 -12.013 -0.194
H: -12.851 -15.015 1.792
H: -13.927 -13.654 2.131
H: -11.699 -12.848 2.908
H: -11.111 -13.358 1.287
H: -11.646 -10.865 1.187
H: -13.215 -11.359 1.907
H: -12.575 -11.527 -1.049
H: -14.053 -11.603 -0.190
O: -19.962 -12.299 5.980
S: -19.947 -11.148 6.887
O: -18.749 -10.407 7.266
C: -21.197 -9.976 6.110
C: -22.232 -9.715 7.209
C: -22.395 -11.053 7.909
C: -21.044 -11.551 8.361
H: -21.675 -10.568 5.335
H: -20.727 -9.038 5.828
H: -21.953 -8.870 7.835
H: -23.213 -9.523 6.768
H: -22.914 -11.799 7.300
H: -23.150 -10.924 8.693
H: -20.971 -12.633 8.432
H: -20.680 -10.970 9.205

---

Entry 4:
Computed, not measured: a 4-piece molecular cluster, C32H65BrClF3NO15P4 overall at a distorted geometry, with the ωB97M-V functional and the def2-TZVPD basis.

As for the largest force on an atom: 8.95 eV Å⁻¹. The value obtained for the highest occupied orbital energy is -11.41 eV. Its net charge is +1. The value obtained for the lowest unoccupied orbital energy is -4.3 eV. The calculation puts the total energy at -194307.95984 eV.

Geometry (Å):
C: -0.465 -5.386 2.223
C: -1.644 -4.896 3.195
Br: -0.975 -3.480 4.396
C: -2.933 -4.466 2.389
C: -3.060 -2.939 2.131
C: -2.521 -2.400 0.873
N: -2.633 -1.059 0.562
C: -2.077 -0.663 -0.777
C: -3.245 -0.988 -1.827
C: -2.983 -0.380 -3.238
F: -1.669 -0.472 -3.587
F: -3.416 0.931 -3.217
F: -3.783 -1.062 -4.135
C: -3.240 -0.135 1.372
P: -3.437 1.668 0.928
O: -2.169 2.326 0.531
O: -4.571 1.677 -0.289
O: -4.081 2.561 2.175
C: -3.805 -0.555 2.652
C: -3.711 -1.970 3.026
C: -4.354 -2.415 4.374
C: -5.882 -1.996 4.355
C: -6.790 -2.919 3.467
Cl: -6.685 -2.566 1.682
H: -0.733 -5.301 1.140
H: -0.136 -6.432 2.464
H: 0.403 -4.708 2.428
H: -1.868 -5.792 3.838
H: -2.881 -4.953 1.372
H: -3.870 -4.847 2.866
H: -2.020 -3.100 0.168
H: -1.752 0.405 -0.808
H: -1.239 -1.373 -1.024
H: -4.173 -0.533 -1.375
H: -3.420 -2.101 -1.837
H: -4.934 2.588 -0.320
H: -3.475 2.475 2.941
H: -4.314 0.197 3.304
H: -3.857 -1.811 5.186
H: -4.182 -3.489 4.625
H: -6.262 -2.085 5.413
H: -6.059 -0.935 4.049
H: -7.858 -2.713 3.765
H: -6.634 -4.014 3.641
O: 2.662 -1.110 5.452
P: 3.869 -0.649 4.656
O: 3.627 -1.603 3.339
C: 2.683 -1.193 2.361
C: 3.209 -0.048 1.514
O: 4.952 -1.636 5.436
C: 4.695 -2.051 6.780
C: 4.006 -3.404 6.823
O: 5.170 0.070 3.861
C: 5.957 1.045 4.579
C: 6.897 0.432 5.606
H: 1.735 -0.925 2.842
H: 2.498 -2.056 1.716
H: 3.313 0.861 2.112
H: 2.532 0.165 0.685
H: 4.196 -0.285 1.115
H: 4.119 -1.293 7.314
H: 5.659 -2.124 7.291
H: 3.180 -3.475 6.115
H: 3.619 -3.605 7.825
H: 4.712 -4.192 6.558
H: 5.296 1.778 5.044
H: 6.554 1.564 3.828
H: 6.364 0.206 6.530
H: 7.693 1.133 5.864
H: 7.342 -0.492 5.238
O: 6.190 -4.568 -2.942
P: 6.098 -3.058 -2.969
O: 5.179 -2.835 -1.620
C: 5.800 -2.901 -0.340
C: 6.656 -1.677 -0.063
O: 4.870 -2.985 -4.086
C: 4.698 -4.053 -5.020
C: 3.679 -5.066 -4.525
O: 6.251 -1.384 -3.099
C: 6.952 -0.849 -4.241
C: 6.143 -0.896 -5.530
H: 6.390 -3.819 -0.258
H: 4.996 -2.953 0.398
H: 7.525 -1.653 -0.724
H: 7.012 -1.681 0.969
H: 6.090 -0.761 -0.239
H: 5.654 -4.526 -5.245
H: 4.341 -3.616 -5.957
H: 3.836 -5.339 -3.481
H: 3.719 -5.976 -5.129
H: 2.673 -4.648 -4.591
H: 7.906 -1.366 -4.362
H: 7.166 0.194 -4.004
H: 6.197 -1.887 -5.982
H: 6.546 -0.193 -6.262
H: 5.094 -0.662 -5.351
O: -2.578 7.403 -3.969
P: -4.004 6.973 -4.233
O: -4.787 8.276 -3.606
C: -4.874 9.471 -4.378
C: -5.852 9.329 -5.531
O: -4.127 5.982 -2.903
C: -2.950 5.396 -2.347
C: -2.400 6.232 -1.204
O: -5.491 6.372 -4.756
C: -5.521 5.074 -5.383
C: -5.376 3.920 -4.401
H: -3.880 9.754 -4.740
H: -5.221 10.256 -3.705
H: -5.479 8.617 -6.272
H: -6.006 10.289 -6.027
H: -6.814 8.953 -5.178
H: -2.198 5.232 -3.121
H: -3.223 4.406 -1.966
H: -2.360 7.294 -1.446
H: -1.393 5.901 -0.937
H: -3.042 6.137 -0.327
H: -4.754 5.024 -6.158
H: -6.493 4.995 -5.871
H: -4.326 3.756 -4.150
H: -5.742 2.991 -4.844
H: -5.919 4.113 -3.476

---

Kohn-Sham gap
In order: 6.077 8.292 9.415 7.073
Unit: eV